Record 1
This record from the OMol25 dataset describes a cluster of 2 separate species, C16H23ClN4O3PS in total. The level of theory is the ωB97M-V functional and the def2-TZVPD basis.

Atoms and positions in Å:
C1 -4.760 -4.852 -1.416
O1 -3.464 -4.322 -1.873
C2 -2.612 -5.487 -2.018
C3 -1.039 -5.183 -2.046
C4 -0.620 -3.711 -2.535
C5 0.517 -3.189 -1.495
C6 0.302 -1.922 -0.557
C7 1.400 -1.453 0.467
P1 1.140 0.056 1.597
O2 1.862 -0.325 3.102
O3 -0.570 0.273 1.866
C8 2.733 -2.276 0.531
N1 3.907 -2.132 1.359
S1 5.064 -3.364 1.001
N2 4.244 -4.274 -0.209
C9 3.007 -3.550 -0.358
C10 1.870 -3.979 -1.390
Cl1 2.262 -5.443 -2.418
H1 -4.884 -5.971 -1.673
H2 -5.648 -4.303 -1.878
H3 -4.747 -4.722 -0.267
H4 -2.801 -6.147 -1.079
H5 -2.951 -6.153 -2.907
H6 -0.572 -5.433 -1.035
H7 -0.578 -5.926 -2.809
H8 -1.472 -2.961 -2.637
H9 -0.083 -3.806 -3.547
H10 -0.694 -1.358 -0.668
H11 1.593 -1.230 3.417
H12 -0.822 -0.156 2.726
C11 1.335 3.589 2.765
C12 0.815 3.464 1.345
N3 0.283 4.738 0.841
C13 -0.982 4.935 0.323
C14 -1.063 6.247 -0.031
N4 0.155 6.818 0.273
C15 0.964 5.885 0.784
C16 0.527 8.216 0.081
H13 0.548 3.942 3.436
H14 1.691 2.622 3.126
H15 2.165 4.298 2.822
H16 0.022 2.714 1.308
H17 1.612 3.145 0.669
H18 -1.670 4.110 0.271
H19 -1.839 6.852 -0.466
H20 1.986 6.039 1.102
H21 1.393 8.266 -0.581
H22 0.775 8.653 1.049
H23 -0.302 8.768 -0.363

HOMO level, eV: -10.245
HOMO-LUMO gap, eV: 6.89
Total charge: +1
LUMO energy, hartree: -0.1234
ΔE to the lowest compared entry with this formula, charge and spin, kcal/mol: 149.37

Record 2
This record from the OMol25 dataset describes an isolated molecule of C2H4N2OS. The level of theory is the ωB97M-V functional and the def2-TZVPD basis.

Atoms and positions in Å:
N1 1.843 0.014 -2.015
N2 0.878 0.195 -1.126
C1 0.125 -0.878 -0.777
S1 -1.080 -0.652 0.386
C2 -0.250 0.873 1.292
O1 -0.713 1.157 2.318
H1 2.106 0.878 -2.380
H2 1.447 -0.598 -2.847
H3 0.566 -1.969 -1.023
H4 0.562 1.429 0.433

HOMO level, eV: -8.249
HOMO-LUMO gap, eV: 8.55
Total charge: 0
LUMO energy, hartree: 0.0111
SMILES: N/N=C/SC=O
ΔE to the lowest compared entry with this formula, charge and spin, kcal/mol: 96.66

Record 3
This record from the OMol25 dataset describes a structure of composition C21H30NO2P2Pt. The level of theory is the ωB97M-V functional and the def2-TZVPD basis.

Atoms and positions in Å:
Pt1 -0.002 0.060 -0.523
P1 2.174 0.348 -0.256
C1 2.388 2.080 -0.886
C2 1.087 2.680 -1.441
N1 -0.080 1.989 -1.345
C3 -1.297 2.482 -1.715
C4 -1.340 3.654 -2.465
C5 -0.155 4.360 -2.682
C6 1.039 3.903 -2.122
C7 -2.531 1.677 -1.383
P2 -2.137 0.524 -0.010
H1 1.955 4.486 -2.147
H2 -2.305 3.985 -2.857
H3 -0.177 5.289 -3.253
H4 -3.390 2.279 -1.057
H5 -2.891 1.106 -2.250
H6 2.842 2.640 -0.072
H7 3.141 2.025 -1.691
H8 1.167 4.144 2.534
O1 1.832 4.805 2.294
H9 2.640 4.602 2.806
H10 0.165 -0.179 3.050
O2 0.047 0.756 3.270
H11 -0.204 0.761 4.219
C8 -2.603 1.488 1.451
H12 -3.592 1.916 1.253
H13 -2.654 0.816 2.318
H14 -1.888 2.301 1.620
C9 -3.322 -0.829 0.005
H15 -3.231 -1.370 0.962
H16 -4.333 -0.403 -0.087
H17 -3.133 -1.524 -0.820
C10 3.096 -0.444 -1.586
H18 4.051 0.089 -1.598
H19 3.264 -1.503 -1.396
H20 2.570 -0.278 -2.534
C11 3.052 0.074 1.314
H21 3.136 -1.007 1.520
H22 4.068 0.484 1.185
H23 2.531 0.556 2.162
C12 -1.917 -3.607 -4.136
C13 -1.994 -2.223 -3.886
C14 -1.248 -1.670 -2.851
C15 -0.532 -2.483 -1.949
C16 0.111 -1.940 -0.789
C17 0.888 -2.741 0.038
C18 1.074 -4.106 -0.282
C19 0.504 -4.655 -1.425
C20 -0.368 -3.882 -2.234
C21 -1.081 -4.397 -3.344
H24 -2.506 -4.026 -4.959
H25 -2.611 -1.567 -4.504
H26 -1.185 -0.574 -2.745
H27 1.367 -2.285 0.907
H28 1.680 -4.724 0.374
H29 0.722 -5.680 -1.731
H30 -0.987 -5.454 -3.580

HOMO level (spin up / spin down), eV: -15.646 / -17.954
HOMO-LUMO gap (spin up / spin down), eV: 6.20 / 4.84
Total charge: +3
LUMO energy (spin up / spin down), hartree: -0.3472 / -0.4817
2S+1: 5
ΔE to the lowest compared entry with this formula, charge and spin, kcal/mol: 0.00

Record 4
This record from the OMol25 dataset describes a structure of composition C28H53CoO2PSe2Si2. The level of theory is the ωB97M-V functional and the def2-TZVPD basis.

Atoms and positions in Å:
O1 0.225 3.003 -0.039
O2 -2.432 3.457 0.118
C1 0.809 3.667 1.231
C2 2.302 3.580 1.118
H1 0.389 3.092 2.063
H2 0.413 4.690 1.216
H3 2.648 2.541 1.026
H4 2.755 3.988 2.027
H5 2.686 4.173 0.275
C3 0.271 3.741 -1.354
C4 -0.025 5.208 -1.214
H6 -0.441 3.206 -1.990
H7 1.279 3.551 -1.724
H8 -1.051 5.384 -0.871
H9 0.077 5.675 -2.200
H10 0.682 5.706 -0.544
C5 -3.344 3.031 -0.912
C6 -3.046 4.013 1.295
C7 -3.456 4.046 -2.021
H11 -4.329 2.835 -0.464
H12 -2.945 2.083 -1.291
H13 -3.926 4.973 -1.673
H14 -4.087 3.620 -2.809
H15 -2.481 4.287 -2.462
C8 -3.615 5.388 1.033
H16 -2.257 4.038 2.054
H17 -3.833 3.324 1.645
H18 -2.874 6.052 0.576
H19 -3.917 5.821 1.989
H20 -4.499 5.337 0.388
H21 -0.694 2.652 0.174
Co1 0.441 -0.759 0.262
C9 -0.952 0.597 0.916
Si1 -1.965 -0.125 2.343
H22 -0.300 1.427 1.206
H23 -1.526 0.851 0.009
C10 -1.784 1.070 3.797
C11 -1.559 -1.834 2.991
C12 -3.733 -0.196 1.704
C13 1.818 0.230 -0.775
Si2 1.512 0.007 -2.626
H24 2.820 -0.150 -0.477
H25 1.788 1.287 -0.444
C14 2.387 1.437 -3.516
C15 -0.289 0.097 -3.182
C16 2.312 -1.564 -3.273
H26 -3.948 0.647 1.034
H27 -4.456 -0.196 2.533
H28 -3.864 -1.127 1.132
H29 -0.721 1.208 4.043
H30 -2.279 0.658 4.693
H31 -2.213 2.059 3.587
H32 -0.560 -1.871 3.453
H33 -1.589 -2.593 2.196
H34 -2.293 -2.123 3.762
H35 -0.401 0.944 -3.877
H36 -1.021 0.241 -2.377
H37 -0.572 -0.816 -3.724
H38 2.235 -1.586 -4.369
H39 1.851 -2.489 -2.890
H40 3.378 -1.600 -3.013
H41 2.594 1.144 -4.557
H42 3.344 1.669 -3.027
H43 1.778 2.350 -3.530
Se1 1.689 -1.820 1.881
P1 1.262 -3.399 0.382
Se2 -0.175 -2.498 -1.081
C17 2.910 -3.990 -0.155
C18 3.339 -5.309 0.109
C19 4.669 -5.675 -0.126
C20 5.594 -4.733 -0.581
C21 5.185 -3.414 -0.807
C22 3.859 -3.043 -0.583
C23 0.396 -4.932 0.828
C24 -0.170 -5.111 2.097
C25 -0.949 -6.249 2.345
C26 -1.140 -7.208 1.347
C27 -0.590 -7.020 0.074
C28 0.172 -5.880 -0.193
H44 2.641 -6.050 0.496
H45 4.979 -6.703 0.062
H46 6.637 -5.018 -0.740
H47 5.903 -2.668 -1.154
H48 3.550 -2.005 -0.726
H49 0.016 -4.371 2.880
H50 -1.411 -6.378 3.327
H51 -1.733 -8.102 1.554
H52 -0.750 -7.757 -0.712
H53 0.600 -5.726 -1.186

HOMO level (spin up / spin down), eV: -5.494 / -6.794
HOMO-LUMO gap (spin up / spin down), eV: 5.64 / 6.94
Total charge: 0
LUMO energy (spin up / spin down), hartree: 0.0053 / 0.0052
2S+1: 4

Record 5
This record from the OMol25 dataset describes a structure of composition C23H31N2O3. The level of theory is the ωB97M-V functional and the def2-TZVPD basis.

Atoms and positions in Å:
C1 4.402 4.965 -2.381
H1 3.380 5.283 -2.205
H2 5.078 5.601 -2.554
H3 4.794 4.386 -1.523
C2 4.402 3.774 -3.741
C3 3.428 2.837 -3.295
N1 3.993 2.115 -2.305
C4 3.478 1.384 -1.125
O1 2.305 1.678 -0.887
C5 4.188 0.607 -0.195
H4 5.242 0.376 -0.466
C6 4.736 1.386 1.168
H5 5.154 2.221 0.652
H6 5.192 0.816 1.833
C7 3.385 1.758 1.838
N2 2.182 1.116 1.546
C8 2.551 -0.387 1.380
H7 1.751 -0.990 1.490
H8 3.202 -0.749 2.524
C9 3.435 -0.532 0.305
H9 4.233 -1.521 0.366
H10 2.836 -0.741 -0.470
C10 1.022 1.231 2.568
C11 -0.187 0.579 2.041
C12 -0.569 0.432 0.833
C13 -1.870 -0.113 0.303
C14 -2.440 -1.040 0.896
C15 -1.822 -1.363 2.487
C16 -0.732 -0.445 2.735
H11 -0.402 -0.743 3.720
H12 -2.222 -2.112 3.080
O2 -3.372 -1.772 0.497
C17 -4.162 -2.664 1.366
C18 -5.296 -3.170 0.376
C19 -6.570 -3.148 0.961
C20 -7.648 -3.663 0.488
C21 -7.362 -4.295 -1.024
C22 -6.259 -3.897 -1.463
C23 -5.065 -3.633 -0.735
H13 -3.999 -3.517 -1.062
H14 -6.127 -4.389 -2.564
H15 -8.223 -4.237 -1.495
H16 -8.575 -3.580 0.643
H17 -6.760 -2.739 1.888
H18 -3.312 -3.507 1.581
H19 -4.633 -2.306 2.218
H20 -2.358 0.134 -0.783
H21 -0.463 1.402 -0.038
H22 0.839 2.148 2.508
H23 1.387 1.001 3.522
H24 1.931 1.173 0.586
H25 3.043 2.818 1.641
H26 3.408 1.653 3.024
H27 4.875 1.773 -2.429
H28 2.302 3.185 -2.870
H29 3.142 2.312 -3.974
O3 5.681 3.244 -3.871
H30 6.310 4.033 -4.113
H31 4.013 4.402 -4.348

HOMO level, eV: -11.175
HOMO-LUMO gap, eV: 8.89
Total charge: +1
LUMO energy, hartree: -0.0839
ΔE to the lowest compared entry with this formula, charge and spin, kcal/mol: 469.08

Record 6
This record from the OMol25 dataset describes the ion C3H5N4 with charge +1. The level of theory is the ωB97M-V functional and the def2-TZVPD basis.

Atoms and positions in Å:
H1 0.666 -2.518 -2.250
N1 1.456 -1.939 -2.379
C1 1.865 -1.088 -1.633
C2 2.876 -0.187 -1.926
N2 3.797 0.450 -2.101
N3 1.226 -0.281 -0.115
N4 0.062 -0.058 -0.331
C3 -0.802 0.445 0.703
H2 1.746 -0.288 0.822
H3 -0.358 0.234 1.616
H4 -1.683 -0.270 0.590
H5 -0.890 1.461 0.419

HOMO level, eV: -16.044
HOMO-LUMO gap, eV: 10.03
Total charge: +1
LUMO energy, hartree: -0.2210
SMILES: [H]/N=C(C#N)\[NH+]=N\C
ΔE to the lowest compared entry with this formula, charge and spin, kcal/mol: 106.84

Which of these has the highest total charge?
C21H30NO2P2Pt